DFT (the ωB97M-V functional and the def2-TZVPD basis) results for a 16-piece molecular cluster, C4H30BO23 overall.

Positions of all 58 atoms, in Å:
O -16.867830 21.692470 -29.076410
C -16.669170 21.156210 -27.971850
O -16.088160 21.719930 -26.935270
B -15.959570 20.775850 -25.829290
O -16.840510 19.676640 -26.227500
C -17.145140 19.764280 -27.546150
O -17.928090 18.994880 -28.149590
O -16.429010 21.258450 -24.476130
C -15.360900 21.158490 -23.639550
O -15.281010 21.444730 -22.450310
C -14.269550 20.323740 -24.326630
O -14.554260 20.236030 -25.640990
O -13.270550 19.803350 -23.739260
O -8.212590 19.142230 -24.368660
H -9.132140 19.403100 -24.419580
H -7.979210 19.263940 -23.448360
O -11.101910 19.412780 -18.469210
H -10.967810 20.322470 -18.203310
H -12.044720 19.343060 -18.619140
O -16.459300 19.158090 -17.319610
H -15.640740 19.218220 -16.827080
H -16.621810 20.050640 -17.624870
O -21.847330 23.637900 -30.011650
H -22.803730 23.662950 -30.041730
H -21.614030 22.828730 -30.466680
O -20.824310 19.922380 -32.312100
H -20.575920 20.165170 -33.204060
H -20.070360 19.437350 -31.976630
O -15.746840 24.050350 -34.469580
H -15.837850 24.990200 -34.312660
H -15.213260 23.735760 -33.739820
O -18.836050 23.120970 -18.529850
H -18.064120 23.513940 -18.937180
H -19.166450 23.797780 -17.939090
O -11.404200 21.614690 -28.594290
H -10.502520 21.647520 -28.274750
H -11.940980 21.732800 -27.810620
O -21.586620 22.118820 -23.092070
H -20.668760 22.133090 -22.820870
H -22.079170 22.217740 -22.277310
O -18.871690 25.724140 -25.492930
H -19.772130 26.039730 -25.569360
H -18.955240 24.772500 -25.432500
O -21.594540 16.942440 -26.833470
H -21.129390 16.435110 -26.168270
H -20.953550 17.064690 -27.533780
O -8.492490 16.634630 -20.268700
H -9.150470 17.318560 -20.144060
H -7.661610 17.059170 -20.055080
O -23.668120 19.283250 -29.804740
H -23.569460 18.400690 -29.447550
H -22.943010 19.374420 -30.422900
O -13.587000 15.547510 -21.368330
H -12.879380 14.961470 -21.636770
H -13.276790 16.421910 -21.603760
O -18.629550 26.325020 -29.600560
H -19.410670 25.777820 -29.682270
H -18.269360 26.102470 -28.742100

Force components x, y, z for each atom (eV/Å):
O 0.6 -1.6 3.1
C -0.5 1.5 -3.5
O 0.6 0.6 0.2
B -0.5 -0.8 0.4
O -0.2 -0.8 -1.7
C -3.3 -2.0 0.5
O 3.0 2.4 1.7
O 2.3 0.4 0.1
C -0.8 -0.7 2.1
O -0.6 0.1 -2.5
C 3.6 -1.7 0.4
O -0.4 0.7 1.7
O -3.9 2.1 -2.4
O 0.2 0.0 -0.2
H -0.3 0.0 0.0
H 0.0 0.0 0.2
O 0.2 -0.2 0.0
H 0.1 0.2 0.0
H -0.3 -0.1 -0.1
O -0.1 -0.2 0.1
H 0.2 0.0 0.1
H -0.1 0.2 -0.2
O 0.1 0.3 0.1
H -0.2 0.0 0.0
H 0.2 -0.3 -0.1
O -0.3 0.0 0.1
H 0.0 0.1 -0.2
H 0.3 -0.1 0.2
O 0.0 -0.1 -0.3
H -0.1 0.2 0.1
H 0.1 -0.1 0.2
O -0.1 -0.2 0.0
H 0.2 0.1 -0.2
H -0.1 0.1 0.2
O 0.0 0.0 -0.3
H 0.2 0.0 0.1
H -0.3 0.0 0.2
O -0.2 0.1 -0.2
H 0.3 -0.1 0.0
H -0.1 0.0 0.2
O 0.2 0.2 0.0
H -0.2 0.1 0.0
H 0.0 -0.3 0.0
O -0.4 -0.1 -0.1
H 0.1 -0.1 0.2
H 0.3 0.2 -0.1
O 0.0 -0.2 -0.1
H -0.3 0.2 0.1
H 0.2 0.1 0.1
O -0.3 0.1 0.0
H 0.0 -0.2 0.2
H 0.3 0.1 -0.2
O -0.2 -0.1 0.2
H 0.2 -0.1 -0.1
H 0.0 0.3 -0.1
O 0.1 0.3 -0.2
H -0.2 -0.2 -0.1
H 0.1 -0.1 0.3

- relative energy (zero: lowest compared OMol25 entry of this formula, charge and spin) (kJ/mol) = 366.7
- molecular weight (g/mol) = 457.07
- charge = -1
- multiplicity = 1
- E (eV) = -52410.824
- frontier orbital gap (eV) = 9.4

Löwdin atomic charge list, values in e, 2 entries: 0.10 -0.36